No. 1
The following is a quantum chemistry calculation of a molecular structure, C27H31AlNO4 at a distorted geometry, from the Open Molecules 2025 dataset.

For the HOMO-LUMO gap, the calculation gives 1.8 eV.

ORCA input file:
```
! RIJCOSX wB97M-V def2-TZVPD def2/J DEFGRID3
* xyz 3 1
Al 6.37893 1.76720 -0.61874
O 0.66393 2.35182 1.99784
O 1.59959 -1.22113 -4.96561
O 4.33053 2.65993 -2.59137
O 3.11332 -1.08900 2.11657
N 5.74320 -1.76627 2.62624
C 1.96638 -0.53068 -2.43839
C -7.00369 0.66259 1.54778
C 1.44851 -3.50797 0.70240
C 1.50605 4.12139 -3.70057
C 1.02457 1.30186 -4.34053
C 4.05674 1.72003 0.68055
C 1.52751 -1.91376 -1.67116
C 2.79350 -0.90563 0.68900
C -0.15712 -3.74459 0.33597
C 3.15373 2.02524 -2.58225
C 2.08812 2.46381 2.35089
C 0.20335 4.49350 -4.66250
C -2.13739 -1.63034 2.10378
C 1.94282 -2.11646 -0.07047
C 4.53935 -1.40635 2.32721
C 3.05969 2.98660 1.12588
C -1.28477 -2.89063 2.71412
C -3.76859 -1.83416 2.11087
C 1.52799 -0.26263 -4.03009
C 3.25147 0.50654 -0.07834
C 1.88376 2.50376 -3.55984
C 2.82426 0.67265 -1.65518
C -5.64823 -0.12909 1.03460
C -1.06125 -4.14459 1.67910
C -4.53065 -0.35550 2.23862
C -0.23677 1.69683 -5.31042
C -0.64388 3.30471 -5.47726
H -0.85236 0.86608 -5.85842
H -6.76238 1.56319 2.25732
H 2.45950 3.39374 0.18792
H 3.72578 3.88010 1.55368
H -0.60802 -2.73920 -0.06036
H -0.39214 -4.94301 2.26130
H 0.92370 -2.80917 -2.15519
H -0.30339 -4.53473 -0.54630
H -4.07339 -2.35166 1.08925
H 4.69723 1.35463 1.61667
H 4.83151 2.18816 -0.06989
H -2.05369 -4.69009 1.34992
H -1.83713 -1.30047 1.02205
H -5.94752 -1.16564 0.57876
H 2.57397 1.47586 2.76262
H -5.12964 0.47854 0.15427
H -0.10522 5.62902 -4.75240
H -7.52771 1.07435 0.56248
H 2.03250 -4.46310 0.34631
H 2.12104 4.95115 -3.10884
H 0.51279 1.66055 1.27114
H -5.03281 -0.25756 3.29408
H -0.22052 -2.49442 3.02389
H 2.15098 3.27231 3.22607
H -1.89285 -3.31917 3.63924
H -3.72992 0.49633 2.13841
H 1.54961 -3.33651 1.87023
H -4.02238 -2.50511 3.04172
H -1.56425 3.62291 -6.16208
H -1.90908 -0.69225 2.80571
H -7.76918 -0.09451 2.03176
*
```

Atomic partial charges in e from the Löwdin method, atoms 1 to 4: 1.14 -0.11 0.06 -0.07

---

No. 2
The following is a quantum chemistry calculation of a molecular structure, C27H31F3IrN4O2S3Sb2 at a distorted geometry, from the Open Molecules 2025 dataset.

For the HOMO-LUMO gap, the calculation gives 7.5 eV. As for the energy above the lowest of the compared OMol25 structures with the same formula, charge and spin: 10.1 kcal per mole.

ORCA input file:
```
! RIJCOSX wB97M-V def2-TZVPD def2/J DEFGRID3
* xyz 1 1
Ir 0.22765 0.15519 0.87461
Sb -1.79112 1.56984 -0.18818
Sb -1.36205 -1.79899 0.52875
S 2.02488 -1.42240 0.95125
S 2.66591 3.54791 -0.16069
S 1.08258 1.36537 -2.41752
F 4.44893 -2.19081 2.97824
F 3.11172 -3.87416 2.75862
F 3.85846 -3.33252 4.71587
O 0.80261 2.73581 -2.75983
O 0.17261 0.32361 -2.80598
N 6.55148 0.02573 -4.11464
N 1.11366 1.25593 -0.78871
N 1.25034 1.98706 1.27333
N 0.52614 -0.59017 2.78732
C -4.33345 -1.14280 0.27306
C -1.58551 -2.40121 -1.48358
C 1.62053 2.20291 0.03159
C -3.34771 -1.53336 1.32378
C 1.61816 -1.36920 2.62831
C 3.10592 -0.35214 -2.95282
C -0.79653 -3.62209 1.46295
C 0.07426 -0.26988 4.00333
C 4.85188 1.67440 -3.71502
C -3.76753 1.32694 0.60946
C -2.30037 1.94637 -2.20849
C 3.42569 -2.83628 3.55104
C 0.66755 -0.76908 5.14237
C 1.85644 2.84445 2.15852
C -6.04814 -0.47622 -1.82349
C -5.06918 -2.12136 -0.38903
C 4.38955 -0.66859 -3.33228
C -5.92131 -1.79956 -1.43249
C 1.75673 -1.62299 5.00290
C 3.56580 1.98986 -3.33317
C 2.64159 3.76600 1.56363
C 2.69155 0.97735 -2.95247
C -1.41754 3.56045 0.47217
C -5.34198 0.50814 -1.14954
C -4.48995 0.20299 -0.08996
C 5.28754 0.34086 -3.72031
C 2.23740 -1.93060 3.74581
H 6.88458 -0.91842 -4.06402
H 5.53018 2.45904 -4.02553
H -3.65402 1.16332 1.68078
H -0.63461 4.00497 -0.14238
H 3.19310 4.56845 2.02183
H -0.78844 0.38229 4.03476
H -1.48755 2.49947 -2.66618
H -3.58545 -2.49598 1.77798
H -1.09469 3.53858 1.50989
H 0.22686 -3.86561 1.18747
H -5.47922 1.54585 -1.43088
H 2.41285 -1.13362 -2.66883
H -2.51588 -2.94516 -1.63248
H 1.65572 2.77087 3.21588
H 3.22389 3.01607 -3.35107
H -4.31360 2.25988 0.47502
H -6.48185 -2.57605 -1.93503
H -2.47062 1.02394 -2.75480
H 4.71145 -1.70224 -3.34364
H -1.54881 -1.52299 -2.12526
H -2.32494 4.15469 0.37347
H 2.24053 -2.04223 5.87443
H -0.73809 -3.04427 -1.71797
H 7.21697 0.74455 -4.32772
H -1.46538 -4.40467 1.10653
H -3.28832 -0.79664 2.12392
H -3.20709 2.54787 -2.15907
H -6.70828 -0.20699 -2.63680
H -4.96558 -3.15606 -0.08073
H -0.88161 -3.54525 2.54586
H 0.28270 -0.50641 6.11590
*
```

Atomic partial charges in e from the Löwdin method, atoms 1 to 4: 0.66 1.37 1.29 0.68

---

No. 3
The following is a quantum chemistry calculation of 2 unconnected molecules or ions with the total composition C27H31FN4O4S2 at a distorted geometry, from the Open Molecules 2025 dataset.

For the HOMO-LUMO gap, the calculation gives 5.9 eV.

ORCA input file:
```
! RIJCOSX wB97M-V def2-TZVPD def2/J DEFGRID3
* xyz 0 1
S -0.15215 3.43309 4.39462
S 1.45678 0.97644 4.64366
F 0.52679 1.84469 2.27832
O 0.33052 0.07634 4.63556
O -1.42719 2.76740 4.36828
O 0.45089 3.87658 5.62516
O 1.98404 1.51519 5.86783
N 0.14093 -2.81588 -2.43720
N 0.53484 -1.56616 -2.20588
N 1.13536 2.42031 3.54728
N -1.20106 -2.74124 -2.49076
C 2.87259 0.22454 3.81260
C -1.57998 -4.81774 -1.30620
C 1.96547 -1.28553 -2.30658
C -0.37459 0.66821 -1.71180
C 2.63387 -0.69373 2.79263
C 0.52019 7.16068 2.91776
C -0.29293 7.16967 1.77709
C -1.06487 6.05130 1.44276
C -3.86728 -1.02817 -1.26938
C -0.51879 -0.68486 -2.05580
C -5.86849 -0.71922 -2.59478
C 4.16342 0.53870 4.24509
C -3.73679 -1.05416 -3.69638
C -1.92448 -4.01867 -2.54946
C -3.08207 -1.16111 -2.43958
C -0.18133 4.90467 3.35311
C -1.01020 4.90699 2.23562
C -1.46662 -4.75414 -3.79137
C 5.24924 -0.06312 3.60804
C 0.57507 6.02097 3.72061
C -5.23678 -0.82641 -1.34928
C 5.02224 -0.97339 2.56789
C 2.39923 -1.08657 -3.74990
C -5.10361 -0.83420 -3.76409
C 3.72109 -1.29898 2.16396
C 2.65126 -2.48653 -1.68373
C -1.65138 -1.47624 -2.34231
H -0.49074 -4.93916 -1.23888
H -5.82548 -0.74471 -0.43402
H -0.37433 -4.85835 -3.77719
H -3.35454 -1.10215 -0.30698
H 1.11518 8.03418 3.18543
H -1.92257 -4.29698 -0.40615
H -6.93959 -0.54220 -2.65848
H -1.28023 1.26087 -1.71714
H -2.98991 -3.77072 -2.59185
H 2.10812 -0.36546 -1.73570
H 2.32498 -3.40313 -2.19123
H 1.85554 -0.26017 -4.21279
H 6.26361 0.18190 3.92736
H 3.54076 -2.02038 1.36615
H 1.21704 5.97602 4.60095
H 2.38406 -2.56794 -0.62447
H 0.62002 1.08825 -1.67264
H -1.74972 -4.20451 -4.69443
H -1.70600 6.05605 0.56254
H 4.30350 1.26084 5.05063
H -2.05579 -5.80356 -1.36096
H 3.46793 -0.85177 -3.77497
H 2.23390 -1.99302 -4.34468
H -3.12942 -1.14210 -4.60242
H -0.33229 8.05645 1.15312
H -1.56758 4.00427 1.98918
H 3.73990 -2.39014 -1.75701
H 5.86772 -1.43952 2.07360
H 1.60576 -0.89727 2.49439
H -1.93054 -5.74718 -3.81789
H -5.59254 -0.74818 -4.73687
*
```

Atomic partial charges in e from the Löwdin method, atoms 1 to 4: 0.70 0.70 -0.13 -0.27

---

No. 4
The following is a quantum chemistry calculation of a molecular structure, C27H31I2N2O6P2PdS2, from the Open Molecules 2025 dataset.

For the HOMO-LUMO gap (spin up / spin down), the calculation gives 7.5 / 6.6 eV. The expectation value of S² is 2.009.

ORCA input file:
```
! RIJCOSX wB97M-V def2-TZVPD def2/J DEFGRID3
* xyz 1 3
I 0.22674 4.38774 1.19198
I 2.48555 5.73561 1.35450
Pd -0.04816 1.16140 0.55943
S 1.47183 1.74071 -1.25691
S -2.27173 2.22281 2.23054
P 1.35402 -0.77417 1.04808
P -2.15285 0.03469 -0.19904
O 2.80337 -0.20270 1.44179
O -1.18664 1.24072 2.46642
O -2.56195 3.09056 3.32547
O 1.62337 -1.63946 -0.23951
O -1.97773 2.89695 0.93520
O 1.18633 -1.79815 2.25679
N 3.82994 0.42811 -1.35438
N 3.82211 2.53104 -0.36342
C 5.86807 -0.83970 -1.61744
C 5.15406 2.53907 -0.15494
C 3.15180 1.49094 -0.95079
C 0.51190 -3.06039 2.25380
C -4.84260 1.42934 2.61557
C -2.08778 -3.86029 -1.45786
C -4.11744 0.61255 -3.76634
C -5.93460 -0.27974 1.34258
C 5.76891 3.73648 0.48455
C -2.46657 -2.48882 0.92583
C -3.18067 1.31202 -4.51779
C 5.84899 1.42670 -0.54696
C -4.77863 -0.46581 0.59986
C 5.14933 0.38322 -1.15229
C -1.95007 1.61874 -3.96375
C -3.82571 0.22609 -2.47048
C -2.64373 -3.86314 0.88185
C -1.65964 1.23269 -2.66194
C -3.64657 0.31831 0.82232
C -5.97241 0.67350 2.35054
C 2.63159 -2.66093 -0.32040
C -2.14049 -1.78504 -0.23506
C -2.45848 -4.55039 -0.31079
C -1.94184 -2.48070 -1.42546
C -2.58722 0.53338 -1.90130
C 2.86926 0.84696 2.42334
C -3.70019 1.24519 1.85576
H -0.69322 1.47223 -2.25194
H -0.38590 -2.98127 2.85996
H -5.08303 0.37025 -4.18990
H 5.61787 3.70223 1.56541
H 3.45544 -2.26146 -0.90520
H 5.57332 -1.07080 -2.64080
H -3.41479 1.61594 -5.52934
H -6.86922 0.81691 2.93758
H 0.24942 -3.36702 1.24436
H 2.96695 -2.96663 0.67079
H 5.31641 4.65305 0.11035
H -6.80103 -0.89432 1.13792
H 2.18562 -3.50655 -0.83732
H 6.83736 3.76145 0.28520
H 1.19116 -3.78495 2.69839
H -1.20985 2.16347 -4.53434
H -2.62925 -1.95578 1.85503
H -4.82722 2.16446 3.40895
H -1.94149 -4.39200 -2.38872
H 5.57876 -1.68389 -0.98976
H 6.91948 1.37852 -0.41392
H -4.57678 -0.30801 -1.91133
H -4.76381 -1.26033 -0.13300
H -2.93063 -4.39755 1.77853
H 2.52649 0.49049 3.39430
H 6.94738 -0.72397 -1.56389
H -2.60693 -5.62167 -0.34658
H 3.26888 3.34292 -0.09173
H -1.69656 -1.94419 -2.33396
H 2.25857 1.70293 2.11966
H 3.91316 1.13944 2.49598
*
```

Atomic partial charges in e from the Löwdin method, atoms 1 to 4: 0.38 0.13 0.43 0.62